Model P:
Entry from OMol25: one molecule with the formula C7H8BrNO (ωB97M-V/def2-TZVPD).

Last column: Löwdin charge in e.
CARTESIAN COORDINATES (ANGSTROEM)
C: 0.70569 0.07477 -1.62560  -0.148
C: 0.97063 -0.50096 -0.23706  -0.693
Br: 2.86670 -0.18833 0.10204  0.705
C: 0.42120 -1.46756 0.50070  -0.150
C: -0.99930 -1.69100 0.14731  -0.063
C: -1.82723 -0.64410 0.46869  -0.101
N: -1.38373 0.33096 1.35871  0.080
C: -0.37733 1.10239 1.42113  -0.096
C: 0.19517 1.79635 0.24382  -0.330
O: -0.50419 2.16269 -0.66434  0.063
H: -0.31594 -0.00159 -1.77821  0.051
H: 1.12206 -0.64812 -2.41632  0.128
H: 1.04585 1.00243 -1.84499  0.029
H: 0.98265 -1.89284 1.36563  0.125
H: -1.29688 -2.57816 -0.18553  0.055
H: -2.91920 -0.53323 0.48202  0.125
H: 0.06971 1.54453 2.29072  0.119
H: 1.24414 2.13178 0.37128  0.103

The value obtained for the molar mass is 202.051 g/mol. The SMILES is C\C(Br)=C/C=C\N=C/C=O. As for the HOMO energy: -8.621 eV. As for the charge: 0.

=====

Model Q:
Entry from OMol25: one molecule with the formula C7H8BrNO (ωB97M-V/def2-TZVPD).

Last column: Löwdin charge in e.
CARTESIAN COORDINATES (ANGSTROEM)
C: -1.38608 0.07442 1.56721  -0.151
C: -0.54977 -1.03911 1.81444  -0.227
C: -1.03585 1.17181 0.91653  -0.096
C: 0.53731 -1.28911 1.11940  -0.588
C: 0.72155 -0.81050 -2.67835  -0.255
C: 0.21039 1.52679 0.11116  -0.152
C: 0.92253 0.28193 -0.31237  -0.134
N: 0.23358 -0.27493 -1.41735  0.002
O: 1.91589 -1.08317 -2.79799  0.011
Br: 1.78738 -2.67685 1.04985  0.696
H: -2.29009 0.09734 2.04314  0.074
H: -0.89678 -1.54656 2.78703  0.134
H: -1.77592 1.98348 1.04232  0.110
H: -0.19715 -0.86318 -3.28451  0.127
H: -0.21296 2.00791 -0.76389  0.111
H: 0.82138 2.32378 0.50696  0.114
H: 1.96291 0.19899 -0.28897  0.096
H: -0.76832 -0.08303 -1.41460  0.126

The value obtained for the molar mass is 202.051 g/mol. As for the HOMO energy: -8.251 eV. As for the charge: 0.

=====

Which one sits at the bottom of the stability order? model P does.

=====

Model P:
Entry from OMol25: one molecule with the formula C3H6O3 (ωB97M-V/def2-TZVPD).

Last column: Löwdin charge in e.
CARTESIAN COORDINATES (ANGSTROEM)
C: 0.25354 1.80543 -0.77739  -0.041
O: 0.62716 0.91584 0.27779  -0.050
C: -0.28482 -0.04576 0.50773  -0.483
O: -1.47617 0.13176 0.57899  0.131
C: 0.36161 -1.41063 0.52294  -0.172
O: -0.57951 -2.41266 0.27649  -0.035
H: -0.41151 1.27402 -1.46468  0.100
H: -0.25258 2.69538 -0.40130  0.094
H: 1.18251 2.06356 -1.28894  0.095
H: 1.10253 -1.39449 -0.28315  0.135
H: 0.90822 -1.55325 1.46712  0.137
H: -1.43098 -2.06920 0.58437  0.088

The value obtained for the molar mass is 90.078 g/mol. The SMILES is COC(=O)CO. As for the HOMO energy: -10.591 eV. As for the charge: 0.

=====

Model Q:
Entry from OMol25: one molecule with the formula C3H6O3 (ωB97M-V/def2-TZVPD).

Last column: Löwdin charge in e.
CARTESIAN COORDINATES (ANGSTROEM)
O: 0.47204 1.31794 -1.43725  0.057
C: 1.35649 0.56653 -1.08863  -0.318
O: 1.31817 -0.38404 -0.16692  -0.013
C: 0.13542 -0.93787 0.50834  -0.101
C: -1.17140 -0.13988 0.48406  -0.261
O: -0.93004 1.19434 0.81806  -0.062
H: 2.36185 0.61046 -1.53739  0.152
H: 0.02544 -1.92992 0.06274  0.126
H: 0.45616 -1.03696 1.54846  0.128
H: -1.70245 -0.25111 -0.47370  0.122
H: -1.84025 -0.54974 1.25578  0.127
H: -0.48145 1.54025 0.02645  0.044

The value obtained for the molar mass is 90.078 g/mol. The SMILES is O=COCCO. As for the HOMO energy: -10.300 eV. As for the charge: 0.

=====

Model R:
Entry from OMol25: a 2-piece molecular cluster, C3H6O3 overall (ωB97M-V/def2-TZVPD).

Last column: Löwdin charge in e.
CARTESIAN COORDINATES (ANGSTROEM)
O: -0.13183 -2.61051 1.01395  0.212
C: 0.39779 -3.08977 0.12312  -0.451
O: 0.91611 -3.60357 -0.75693  0.222
C: -0.81963 1.61988 -0.19409  -0.089
C: 0.16812 0.64276 0.42952  -0.334
O: 0.87038 -0.11939 -0.52665  -0.082
H: -0.28740 2.41558 -0.72944  0.073
H: -1.43513 2.07297 0.58393  0.073
H: -1.46614 1.09323 -0.89673  0.076
H: -0.36286 -0.09233 1.03861  0.098
H: 0.87481 1.18617 1.07860  0.113
H: 1.27578 0.48500 -1.16389  0.091

The value obtained for the molar mass is 90.078 g/mol. The SMILES is O=C=O.CCO. As for the HOMO energy: -10.470 eV. As for the charge: 0.

=====

Model S:
Entry from OMol25: one molecule with the formula C3H6O3 (ωB97M-V/def2-TZVPD).

Last column: Löwdin charge in e.
CARTESIAN COORDINATES (ANGSTROEM)
C: -2.17480 0.52877 0.27947  -0.109
O: -1.35143 0.54126 -0.85599  -0.064
O: 0.18518 0.81486 -0.33724  0.078
C: 0.71036 -0.40300 -0.34987  -0.554
C: 2.18528 -0.40610 -0.00717  0.018
O: 0.09231 -1.43337 -0.61202  0.075
H: -3.20186 0.65137 -0.09482  0.107
H: -1.94939 1.36255 0.95234  0.092
H: -2.11193 -0.42447 0.81344  0.089
H: 2.40163 0.36381 0.73505  0.084
H: 2.75370 -0.21378 -0.91924  0.093
H: 2.46096 -1.38190 0.39605  0.091

The value obtained for the molar mass is 90.078 g/mol. The SMILES is COOC(C)=O. As for the HOMO energy: -10.215 eV. As for the charge: 0.

=====

Which one sits at the bottom of the stability order? model S does.

=====

Model P:
Entry from OMol25: one molecule with the formula C3H6O3 (ωB97M-V/def2-TZVPD).

Last column: Löwdin charge in e.
CARTESIAN COORDINATES (ANGSTROEM)
O: 1.20722 1.82609 -0.42427  0.068
C: 0.52914 0.72423 -0.87107  -0.465
O: -0.79515 0.81077 -0.33728  -0.045
C: -1.12455 -0.44727 0.23303  -0.157
C: 0.24467 -1.00067 0.59939  -0.161
O: 1.06022 -0.49810 -0.44217  -0.032
H: 0.81707 1.94720 0.45637  0.115
H: 0.58372 0.74539 -1.96218  0.168
H: -1.63099 -1.07802 -0.50799  0.126
H: -1.78356 -0.30846 1.09669  0.129
H: 0.30777 -2.08959 0.58196  0.128
H: 0.58445 -0.63156 1.57752  0.126

The value obtained for the molar mass is 90.078 g/mol. The SMILES is OC1OCCO1. As for the HOMO energy: -10.551 eV. As for the charge: 0.

=====

Model Q:
Entry from OMol25: a 2-piece molecular cluster, C3H6O3 overall (ωB97M-V/def2-TZVPD).

Last column: Löwdin charge in e.
CARTESIAN COORDINATES (ANGSTROEM)
C: 1.44637 -0.06397 -1.59569  -0.035
C: 0.85094 -0.18821 -0.14962  -0.295
O: 0.73256 -1.26698 0.39390  0.024
H: 1.91687 -0.93647 -2.05504  0.074
H: 2.13596 0.75569 -1.52582  0.054
H: 0.63130 0.35132 -2.24537  0.089
H: 0.61079 0.73951 0.30014  0.083
O: -1.77715 0.85689 -0.04001  0.065
C: -1.79408 0.18074 0.95278  -0.372
O: -1.07256 0.49574 2.09465  0.038
H: -2.37453 -0.77321 1.07385  0.153
H: -1.30648 -0.15104 2.79623  0.121

The value obtained for the molar mass is 90.078 g/mol. The SMILES is CC=O.O=CO. As for the HOMO energy: -9.743 eV. As for the charge: 0.

=====

Model R:
Entry from OMol25: a 2-piece molecular cluster, C3H6O3 overall (ωB97M-V/def2-TZVPD).

Last column: Löwdin charge in e.
CARTESIAN COORDINATES (ANGSTROEM)
C: 1.59188 0.07858 0.66662  -0.150
C: 1.22637 0.60175 -0.66790  -0.166
O: 0.99772 -0.70096 -0.30798  -0.063
H: 2.52865 -0.25513 0.88974  0.077
H: 1.02934 0.31255 1.53877  0.102
H: 2.09359 0.80954 -1.23478  0.096
H: 0.60548 1.46105 -0.64085  0.098
O: -1.57419 0.76581 0.46795  0.057
C: -2.27189 -0.08347 -0.01978  -0.368
O: -1.92035 -1.37457 -0.26778  0.034
H: -3.29634 -0.00960 -0.51941  0.155
H: -1.01027 -1.60555 0.09540  0.128

The value obtained for the molar mass is 90.078 g/mol. The SMILES is C1CO1.O=CO. As for the HOMO energy: -10.662 eV. As for the charge: 0.

=====

Which one sits at the bottom of the stability order? model R does.